Entry 1:
84
Properties=species:S:1:pos:R:3:mulliken_charge:R:1 method="wB97M-V/def2-TZVPD" orbital_gap_ev=6.77 total_charge=-1 relative_energy_kj_mol=21.5 homo_energy_ha=-0.1799 e_tot_ha=-2082.77178
Cs -1.625 -0.012 0.710 0.826
C 0.174 3.880 0.437 0.559
C -1.017 4.570 1.078 -0.862
O -1.969 3.650 1.587 -0.271
C -2.020 3.593 2.994 -0.961
C -0.867 2.852 3.653 -0.416
O -1.032 1.473 3.425 0.101
C -0.266 0.699 4.323 -0.717
C -0.211 -0.739 3.838 -0.860
O 0.473 -0.880 2.610 -0.018
C 1.833 -1.229 2.645 0.045
C 2.759 -0.091 3.069 -1.098
O 2.528 1.128 2.402 -0.157
C 3.181 1.284 1.158 -1.089
C 2.499 0.675 -0.064 -0.327
O 1.182 1.167 -0.163 0.744
C 0.733 1.495 -1.465 -0.374
C 0.818 2.993 -1.705 -0.777
O -0.133 3.706 -0.939 -0.268
H 0.366 2.926 0.939 -0.285
H 1.083 4.499 0.526 0.171
H -1.518 5.169 0.312 0.404
H -0.682 5.250 1.870 0.380
H -2.947 3.070 3.237 0.359
H -2.077 4.610 3.408 0.388
H -0.900 3.061 4.733 0.438
H 0.111 3.192 3.283 0.295
H -0.729 0.712 5.322 0.377
H 0.744 1.115 4.406 0.302
H -1.240 -1.088 3.692 0.447
H 0.244 -1.376 4.609 0.404
H 2.075 -1.576 1.638 -0.174
H 1.982 -2.075 3.335 0.453
H 3.800 -0.419 2.927 0.442
H 2.637 0.118 4.136 0.370
H 4.206 0.889 1.223 0.418
H 3.241 2.365 1.005 0.321
H 2.497 -0.419 -0.078 -0.005
H 3.101 1.004 -0.924 0.512
H -0.321 1.227 -1.525 -0.169
H 1.247 0.898 -2.223 0.419
H 0.578 3.206 -2.750 0.191
H 1.832 3.371 -1.498 0.455
N -3.124 1.467 -2.284 -0.463
C -2.331 2.077 -3.223 0.612
C -1.513 1.320 -4.075 -0.203
C -0.742 1.938 -5.043 -0.468
C -0.752 3.318 -5.198 -0.626
C -1.555 4.071 -4.355 -0.497
C -2.333 3.468 -3.382 -0.384
H -3.442 2.043 -1.520 0.316
H -2.879 0.520 -2.029 0.179
H -1.479 0.245 -3.951 0.293
H -0.119 1.317 -5.676 0.358
H -0.145 3.796 -5.956 0.378
H -1.580 5.151 -4.436 0.333
H -2.935 4.082 -2.722 0.342
O -3.368 -1.276 2.325 -0.419
N -3.949 -0.190 2.591 0.106
O -4.158 0.511 1.574 -0.412
C 1.555 -4.932 -3.083 -1.366
C 1.378 -5.309 -1.621 -1.138
C 0.355 -4.406 -0.924 2.627
C 0.099 -4.842 0.553 -1.173
C 1.335 -5.025 1.420 -1.303
C -0.985 -4.576 -1.596 -0.143
O -1.486 -5.660 -1.833 -0.709
N -1.625 -3.416 -1.886 0.134
C -1.153 -2.117 -1.633 -0.433
O -1.957 -1.214 -1.877 -0.871
N 0.066 -1.897 -1.117 0.161
C 0.873 -2.952 -0.885 -0.566
O 2.053 -2.793 -0.563 -0.780
H 2.307 -5.559 -3.567 0.473
H 1.881 -3.895 -3.180 0.285
H 0.625 -5.051 -3.643 0.291
H 2.329 -5.216 -1.099 0.436
H 1.036 -6.343 -1.529 0.429
H -0.466 -5.779 0.520 0.497
H -0.564 -4.100 1.012 0.404
H 1.949 -5.861 1.082 0.367
H 1.029 -5.241 2.446 0.426
H 1.961 -4.136 1.422 0.226
H -2.562 -3.480 -2.259 0.282


Entry 2:
82
Properties=species:S:1:pos:R:3:mulliken_spin:R:1 method="wB97M-V/def2-TZVPD" orbital_gap_ev="7.19 / 4.43" total_charge=+2 homo_energy_ha="-0.4862 / -0.4859" e_tot_ha=-5008.54949 spin_multiplicity=6
Os 0.391 -0.423 -0.806 2.776
C 3.059 -1.772 0.399 -0.018
N 2.252 -1.980 -0.812 0.201
C 3.115 -1.949 -2.003 0.001
C 1.504 -3.251 -0.757 -0.030
C 0.300 -3.163 0.174 -0.020
N -0.579 -2.072 -0.273 0.304
C -1.924 -2.319 -0.475 -0.034
C -2.664 -1.488 -1.333 0.035
F -2.017 -0.446 -1.910 0.031
C -3.995 -1.672 -1.622 -0.031
F -4.591 -0.823 -2.449 -0.003
C -4.697 -2.716 -1.052 0.093
C -4.018 -3.530 -0.165 -0.036
F -4.657 -4.518 0.440 -0.003
C -2.681 -3.336 0.134 0.065
F -2.132 -4.115 1.071 0.005
H 3.748 -2.607 0.562 -0.002
H 2.415 -1.677 1.272 0.006
H 3.642 -0.858 0.295 -0.001
H 3.827 -2.781 -1.988 0.005
H 3.674 -1.015 -2.037 -0.002
H 2.516 -2.018 -2.907 0.001
H 2.153 -4.072 -0.433 -0.006
H 1.155 -3.472 -1.768 -0.009
H 0.629 -2.972 1.198 0.022
H -0.206 -4.123 0.156 0.003
H -5.739 -2.889 -1.283 0.004
I 1.232 -2.354 -7.728 0.001
C 1.305 -1.025 -6.102 0.000
C 0.616 -1.338 -4.937 0.023
C 0.722 -0.489 -3.850 -0.033
C 1.492 0.664 -3.897 0.017
C 2.134 0.988 -5.090 -0.005
C 2.048 0.145 -6.186 0.001
C 1.681 1.586 -2.731 0.033
O 2.193 2.664 -2.893 0.039
O 1.304 1.180 -1.509 0.032
H 0.004 -2.228 -4.883 0.000
H 0.171 -0.759 -2.947 0.114
H 2.709 1.902 -5.145 0.000
H 2.559 0.404 -7.102 0.000
C 3.181 2.137 1.750 0.060
Si 1.610 3.131 1.471 0.205
C 1.560 4.356 0.080 0.052
C 0.908 3.854 3.056 0.039
Ge -0.069 0.976 1.087 0.621
Si -0.070 -0.394 3.375 0.124
C -1.441 -1.658 3.163 0.070
C -0.510 0.962 4.591 0.035
C 1.595 -1.183 3.743 0.019
Si -2.398 2.040 0.882 0.126
C -2.695 3.380 2.167 0.013
C -3.563 0.580 1.177 0.042
C -2.336 2.653 -0.902 0.006
H 3.837 2.707 2.414 0.014
H 3.714 1.979 0.811 -0.001
H 2.992 1.167 2.211 -0.008
H 2.311 5.126 0.290 0.015
H 0.588 4.848 0.011 -0.001
H 1.799 3.922 -0.888 -0.008
H 1.234 4.897 3.106 0.008
H 1.288 3.351 3.946 -0.002
H -0.181 3.856 3.095 -0.005
H -2.422 -1.184 3.186 -0.001
H -1.404 -2.369 3.994 0.011
H -1.352 -2.229 2.240 -0.029
H -1.413 1.497 4.295 -0.004
H 0.300 1.679 4.719 -0.006
H -0.704 0.507 5.566 0.008
H 1.770 -2.091 3.167 -0.002
H 1.590 -1.469 4.799 0.004
H 2.438 -0.508 3.597 -0.003
H -2.242 3.168 3.135 -0.004
H -3.774 3.462 2.324 0.003
H -2.345 4.356 1.828 0.001
H -4.014 0.656 2.168 0.002
H -3.067 -0.389 1.097 -0.015
H -4.374 0.591 0.444 0.008
H -2.312 3.743 -0.941 -0.001
H -3.219 2.325 -1.453 0.005
H -1.458 2.282 -1.431 0.018


Entry 3:
71
Properties=species:S:1:pos:R:3:nbo_charge:R:1 method="wB97M-V/def2-TZVPD" orbital_gap_ev=9.13 relative_energy_kj_mol=2236.6 homo_energy_ha=-0.3069 e_tot_ha=-1199.87872
C -3.384 7.063 -1.349 -0.547
C -2.811 7.974 -0.298 -0.415
C -1.915 7.190 0.558 -0.358
C -0.510 6.738 -0.219 -0.420
C 0.592 5.989 0.527 -0.341
C 1.923 5.672 0.087 -0.451
C 1.953 4.745 -1.052 -0.401
C 1.122 3.406 -1.061 -0.345
C 1.909 2.538 -0.024 -0.360
C 1.451 1.216 0.189 -0.426
C 1.471 0.231 -0.919 -0.344
C 1.073 -1.257 -0.810 -0.335
C 1.562 -2.033 -2.127 -0.390
C 0.790 -3.429 -1.713 -0.367
H -0.212 -3.409 -1.606 0.219
H 0.978 -4.059 -2.605 0.216
C 1.783 -4.227 -0.724 -0.495
C 1.162 -5.721 -0.591 0.688
O 0.300 -6.102 -1.564 -0.686
N 1.469 -6.381 0.588 -0.588
H 1.894 -5.886 1.115 0.349
C 0.825 -7.718 1.026 -0.265
H 0.378 -8.051 0.013 0.228
H 1.632 -8.325 1.449 0.231
C -0.517 -7.405 1.670 -0.262
C -1.251 -6.284 1.295 -0.246
C -2.050 -6.565 0.340 0.056
N -2.959 -5.348 0.060 -0.550
C -2.086 -4.445 0.794 0.216
C -2.300 -2.961 0.706 -0.203
C -1.670 -2.199 1.424 -0.210
C -0.574 -2.806 2.127 -0.218
C -0.388 -4.094 2.330 -0.186
C -1.040 -4.980 1.453 -0.154
H 0.470 -4.578 2.930 0.222
H -0.130 -2.064 2.950 0.204
H -1.741 -1.120 1.270 0.215
H -3.062 -2.553 0.283 0.196
H -3.558 -5.288 -0.613 0.394
H -2.667 -7.605 0.118 0.220
H 0.251 -6.955 2.922 0.078
H -0.786 -8.460 2.271 0.269
H 1.558 -3.898 0.282 0.217
H 2.820 -4.354 -0.986 0.230
H 0.862 -1.701 -2.873 0.205
H 2.550 -1.951 -2.217 0.209
H 1.847 -1.459 0.115 0.171
H 0.280 -1.016 -0.520 0.158
H 2.601 0.309 -1.313 0.143
H 1.074 0.558 -1.790 0.180
H 0.277 1.252 0.384 0.165
H 1.829 0.737 1.046 0.210
H 2.917 2.724 -0.343 0.200
H 2.039 3.161 1.093 0.182
H 1.266 3.044 -1.834 0.156
H 0.117 3.584 -0.394 0.204
H 2.840 4.679 -1.627 0.218
H 1.222 5.250 -1.904 0.189
H 2.164 6.716 -0.188 0.219
H 2.599 5.451 1.062 0.217
H 0.085 5.088 0.961 0.183
H 0.674 6.648 1.696 0.152
H -0.108 7.646 -0.629 0.188
H -0.704 5.900 -0.928 0.197
H -1.447 7.650 1.448 0.206
H -2.211 6.153 0.924 0.198
H -3.517 8.171 0.386 0.202
H -2.402 8.775 -0.532 0.192
H -4.070 7.453 -1.894 0.193
H -3.809 6.177 -0.646 0.184
H -2.731 6.798 -2.002 0.193